A molecular structure, C35H64N16STeTi. Source: OMol25; level of theory: ωB97M-V/def2-TZVPD.

The geometry in XYZ format:
```
118
Properties=species:S:1:pos:R:3:forces:R:3
Ti -0.2122 0.5123 -0.2987 3.2 1.5 -0.3
C 3.6726 3.5931 0.5965 -0.1 0.0 0.0
N 3.1778 2.6512 -0.3858 0.5 0.1 0.0
C 3.1458 3.1704 -1.7406 -0.1 -0.1 0.0
C 3.4438 1.3040 -0.1875 -0.2 0.0 0.0
N 2.5299 0.4270 -0.4260 -0.4 -0.3 0.0
C 2.9401 -0.9614 -0.4452 0.0 -0.1 0.0
C 1.8601 -1.8938 -0.9637 0.4 0.1 -0.1
N 0.5094 -1.7960 -0.3637 -0.2 0.1 0.3
C 0.4754 -1.9475 1.1062 0.1 0.0 0.3
C 1.0707 -0.8884 2.0450 0.3 -0.1 0.1
N 0.7683 0.5298 1.8184 -0.2 0.0 0.4
C 0.8981 1.2471 2.9129 0.0 -0.1 -0.2
N 1.2909 0.6523 4.1196 0.1 0.1 0.3
C 2.6383 0.1954 4.3710 -0.1 -0.1 -0.1
C 0.4631 0.8087 5.2974 0.0 -0.1 0.0
N 0.6371 2.5692 3.0322 -0.1 0.0 0.1
C -0.2135 3.3555 2.1695 -0.1 0.0 0.0
C 1.2416 3.3659 4.0834 0.1 0.0 0.1
C -0.2068 -3.0032 -0.8908 -0.3 -0.2 -0.1
C -1.7434 -3.1342 -0.9512 0.0 0.3 -0.2
N -2.5537 -2.5630 0.0965 0.0 0.0 0.5
C -3.3194 -3.3602 0.7597 0.2 0.1 -0.2
N -4.4235 -2.8755 1.4135 -0.1 0.1 0.0
C -5.1997 -1.7836 0.8736 0.0 0.0 -0.1
C -4.8616 -3.3945 2.6895 0.0 -0.1 -0.1
N -3.1407 -4.7443 0.8024 -0.1 -0.1 0.3
C -4.2874 -5.6269 0.7288 0.0 0.0 0.1
C -1.9703 -5.3075 1.4391 0.0 0.0 -0.1
N 4.7172 0.9848 0.2627 0.2 0.0 0.1
C 5.8862 1.7086 -0.1973 0.0 0.0 0.0
C 4.9996 0.1141 1.3824 -0.1 0.0 -0.1
H 2.9613 4.4203 0.6578 0.0 0.0 0.0
H 4.6544 4.0179 0.3502 0.0 0.0 0.0
H 3.7278 3.1147 1.5749 0.0 0.0 0.0
H 2.4566 4.0106 -1.8033 0.0 0.0 0.0
H 2.7893 2.3895 -2.4054 -0.1 0.0 0.0
H 4.1440 3.5050 -2.0636 0.0 0.0 0.0
H 3.2579 -1.3280 0.5320 0.0 0.0 -0.1
H 3.8112 -1.0920 -1.1043 0.0 -0.1 0.1
H 2.2404 -2.9189 -0.8335 -0.1 0.0 0.0
H 1.7529 -1.7089 -2.0334 -0.1 -0.1 0.0
H 0.9877 -2.8839 1.3871 -0.1 0.0 0.0
H -0.5823 -2.0648 1.3436 -0.1 -0.1 0.0
H 2.1548 -1.0160 2.0781 -0.1 -0.1 0.0
H 0.7180 -1.1802 3.0432 0.1 -0.1 -0.1
H 3.2681 0.4055 3.5113 0.0 0.0 0.1
H 2.6658 -0.8792 4.5841 0.1 0.0 0.0
H 3.0620 0.7185 5.2353 0.0 0.0 0.0
H -0.4994 1.2322 5.0197 0.0 0.0 0.0
H 0.9285 1.4383 6.0644 0.0 0.1 0.0
H 0.2885 -0.1753 5.7449 0.0 0.0 0.0
H -0.7810 2.7143 1.5163 0.0 0.0 -0.2
H 0.3754 4.0365 1.5558 0.0 0.0 -0.1
H -0.9008 3.9441 2.7866 0.0 0.0 0.0
H 2.0667 2.8449 4.5611 0.0 0.0 0.0
H 0.5087 3.6458 4.8457 0.0 0.0 0.0
H 1.6322 4.2833 3.6383 0.0 0.0 0.0
H 0.1670 -3.8664 -0.3211 0.2 0.1 0.0
H 0.1254 -3.1437 -1.9201 0.0 0.0 0.0
H -1.9241 -4.2129 -1.0419 0.1 0.1 -0.2
H -2.0945 -2.6676 -1.8737 0.1 0.0 -0.1
H -4.7035 -1.4173 -0.0194 0.0 0.1 0.0
H -5.2975 -0.9702 1.5924 0.1 0.1 0.1
H -6.2075 -2.1297 0.6164 0.0 0.0 0.0
H -5.7518 -4.0265 2.6051 0.0 0.0 0.0
H -5.1096 -2.5546 3.3438 0.0 0.0 0.0
H -4.0647 -3.9667 3.1621 0.0 0.0 0.0
H -5.0551 -5.1770 0.1021 0.0 0.0 0.0
H -4.7197 -5.8645 1.7082 0.0 0.0 0.0
H -3.9705 -6.5637 0.2666 0.0 0.0 0.0
H -1.6174 -6.1812 0.8860 0.0 0.0 0.0
H -2.1893 -5.6238 2.4679 0.0 0.0 0.0
H -1.1715 -4.5681 1.4695 0.0 0.0 0.0
H 6.3219 2.3297 0.5931 0.0 0.0 0.0
H 5.6426 2.3401 -1.0473 0.0 0.0 0.0
H 6.6494 0.9890 -0.5091 0.0 0.0 0.0
H 4.0818 -0.1672 1.8885 0.0 0.0 -0.1
H 5.6283 0.6493 2.1018 0.0 0.0 0.0
H 5.5320 -0.7939 1.0794 0.0 0.0 0.0
N -3.1571 1.3986 -1.0505 -0.3 -0.1 0.6
C -2.6713 0.5315 -2.0112 0.3 -0.1 -0.2
C -3.4557 0.2887 -3.1322 -0.1 -0.1 -0.1
C -2.9463 -0.4606 -4.1774 0.1 0.1 0.2
C -1.6465 -0.9298 -4.0722 0.0 -0.1 0.0
C -0.9289 -0.6414 -2.9301 -0.2 -0.1 -0.1
N -1.4093 0.0668 -1.8928 -1.3 -0.7 -1.3
C -2.8671 1.4298 0.2941 0.3 -1.0 -0.7
C -3.6355 2.2407 1.1284 -0.3 0.4 0.6
C -3.5307 2.1055 2.4949 0.0 -0.3 -0.6
C -2.7544 1.0484 2.9750 0.0 -0.1 0.3
C -2.0044 0.3153 2.0948 -0.1 0.1 -0.1
N -1.9180 0.5816 0.7644 -2.5 0.4 1.3
H -3.9611 1.9401 -1.3201 0.1 0.1 -0.1
H -4.4576 0.6945 -3.1788 0.0 0.0 0.0
H -3.5435 -0.6740 -5.0527 0.0 0.0 0.0
H -1.1943 -1.5072 -4.8661 0.1 0.0 0.0
H 0.0900 -0.9759 -2.8305 0.1 0.1 0.0
H -4.3348 2.9449 0.6991 0.1 0.1 -0.1
H -4.0998 2.7306 3.1671 0.0 0.0 0.0
H -2.7670 0.7831 4.0231 0.1 0.0 0.0
H -1.4725 -0.5551 2.4460 0.3 0.1 0.0
Te -0.2624 2.8091 -1.4191 0.3 0.2 0.5
C -0.8033 2.0925 -7.1976 0.0 0.1 0.1
C -0.4039 2.7338 -5.8637 0.0 -0.1 -0.2
C 0.7626 2.0351 -5.2609 0.4 0.1 0.0
N 0.7275 1.3194 -4.1999 -0.3 -0.1 -0.3
N 1.9122 0.7402 -3.8642 0.4 -0.4 0.1
C 2.8658 1.0340 -4.6886 -0.3 0.3 -0.4
N 4.1344 0.5395 -4.5991 0.1 -0.1 0.0
S 2.3698 2.0899 -5.9913 -0.1 -0.2 0.4
H -1.6258 2.6436 -7.6511 0.0 0.0 0.0
H -1.1206 1.0619 -7.0398 0.0 0.0 0.0
H 0.0343 2.0961 -7.8952 0.0 0.0 -0.1
H -1.2224 2.6726 -5.1462 0.1 0.1 0.1
H -0.1545 3.7851 -6.0197 -0.1 0.0 0.1
H 4.4074 0.1895 -3.6949 0.0 0.0 0.0
H 4.8505 1.0048 -5.1283 0.1 0.0 0.1
```
Forces are in eV/Å.

Values from the calculation:
**HOMO (alpha / beta)**: -0.27925 / -0.28411 Ha
**2S+1**: 2
**Kohn-Sham gap (alpha / beta)**: 5.5 / 5.7 eV
**Relative energy (zero: lowest compared OMol25 entry of this formula, charge and spin)**: 0.193 eV
**Charge**: +1
**Expectation value of S²**: 0.788

***

11 unconnected molecules or ions with the total composition C35H65Br8N7O. Source: OMol25; level of theory: ωB97M-V/def2-TZVPD.

The geometry in XYZ format:
```
116
Properties=species:S:1:pos:R:3:forces:R:3
C -1.1391 0.2556 -1.2609 0.3 1.6 -1.8
N 0.1622 -0.0943 -0.7186 -0.8 1.4 -3.3
C 1.3533 0.1625 -1.6206 -0.3 -0.5 1.0
C 0.2470 -0.5621 0.4791 0.3 -0.7 2.2
O 1.2852 -0.9234 0.9758 1.8 -0.9 1.1
H -0.9536 1.2315 -1.7093 -0.3 0.2 -0.3
H -2.0350 0.4567 -0.6734 0.6 -0.7 1.0
H -1.4416 -0.3765 -2.0958 0.1 -0.3 0.1
H 2.2739 -0.0595 -1.0807 -0.3 -0.3 0.1
H 1.3193 -0.4485 -2.5226 -0.2 -0.3 0.1
H 1.4873 1.1862 -1.9704 -0.9 0.2 0.4
H -0.6574 -0.6130 1.1049 -0.4 0.1 -0.6
Br 0.5168 -4.2253 3.4578 -0.5 -0.2 -1.1
C -0.3852 -4.4043 1.6659 0.4 -0.4 0.1
C 0.0750 -5.7376 1.0745 0.0 -0.1 0.9
Br -0.8828 -6.2301 -0.5863 0.4 0.1 0.8
H -0.1012 -3.5543 1.0454 0.0 0.0 0.3
H -1.4543 -4.3940 1.8778 0.2 0.0 -0.1
H -0.0930 -6.5092 1.8259 -0.4 -0.2 -0.4
H 1.1497 -5.7978 0.9029 -0.1 0.4 -0.4
Br 2.6442 2.3814 1.2328 0.4 0.1 -0.2
C 4.4489 1.7955 0.7150 0.3 0.1 0.1
C 4.6516 0.4249 1.2888 0.5 -0.6 0.4
Br 6.4084 -0.3047 0.5937 -1.0 0.5 0.6
H 5.2032 2.3892 1.2313 -0.4 0.6 -0.2
H 4.5895 1.9250 -0.3581 -0.3 -0.3 0.1
H 3.8533 -0.3106 1.1903 0.1 0.1 -0.8
H 4.7451 0.5765 2.3642 0.4 -0.3 0.0
Br -1.2951 2.4991 -5.2117 0.1 -0.5 -0.3
C -0.9124 1.0220 -6.4324 0.8 -0.2 -0.7
C -0.5493 -0.2525 -5.7299 -0.7 -0.8 -0.2
Br -0.2758 -1.6301 -7.1776 0.0 0.6 0.8
H -0.0200 1.2325 -7.0217 -0.2 0.8 0.0
H -1.7288 0.9043 -7.1450 -0.1 0.1 0.4
H -1.3771 -0.6489 -5.1420 0.3 0.0 0.1
H 0.3821 -0.1932 -5.1668 -0.2 0.0 0.0
Br 2.7476 2.0141 -4.2514 -0.2 -0.2 -1.0
C 2.6432 1.9484 -6.2594 1.5 -0.4 0.6
C 2.1641 3.2659 -6.7170 -0.8 1.0 -0.6
Br 2.1965 3.3425 -8.7330 -0.2 -0.2 1.1
H 2.1103 1.0477 -6.5642 -0.2 0.3 0.2
H 3.6801 1.8461 -6.5795 0.0 -0.3 0.2
H 2.7996 4.0927 -6.3998 0.1 -0.3 -0.1
H 1.1606 3.4864 -6.3532 -0.1 0.0 -0.4
C 2.0693 -1.2274 3.9922 -0.3 0.5 1.5
C 2.3030 -1.9030 5.3940 1.0 0.1 -1.7
C 1.3884 -1.4781 6.5237 -0.5 -0.9 1.0
C 0.0490 -2.0484 6.4622 -3.4 -0.8 -0.7
N -1.0449 -2.4709 6.4153 2.7 1.0 0.2
H 2.3579 -0.1897 4.1596 0.1 0.2 -0.4
H 1.0194 -1.2065 3.6998 0.0 -0.2 0.1
H 2.6109 -1.6235 3.1332 0.1 -0.2 0.4
H 3.3303 -1.7147 5.7059 0.1 0.4 0.0
H 2.3509 -2.9828 5.2531 -0.7 -0.2 0.3
H 1.2815 -0.4277 6.7944 0.3 0.2 -0.7
H 1.7227 -1.9318 7.4567 0.6 0.0 0.1
C -5.5381 3.0667 1.9105 0.4 2.4 -0.1
C -4.7792 4.4680 2.0371 -0.7 -1.5 -0.5
C -3.3650 4.2695 2.5363 0.7 0.2 -0.4
C -2.5024 3.6400 1.5099 1.1 -1.3 -1.5
N -1.8543 3.0946 0.7006 -1.5 1.3 1.8
H -5.6022 2.6341 2.9089 0.1 -0.4 -0.2
H -5.0003 2.4758 1.1690 -0.1 -0.3 0.3
H -6.5473 3.2510 1.5422 0.0 -0.2 0.0
H -5.2914 5.1779 2.6866 -0.1 -0.2 0.1
H -4.6662 4.9464 1.0643 -0.4 0.0 -0.1
H -3.3106 3.6474 3.4298 0.0 0.2 0.2
H -2.9653 5.2691 2.7068 0.4 -0.1 0.4
C 4.7432 -3.2781 2.2774 1.2 0.8 1.1
C 4.4515 -4.3009 1.2432 -0.9 -0.6 -1.7
C 3.3686 -3.8478 0.2380 0.5 0.4 -0.7
C 3.8422 -2.7177 -0.5723 0.0 0.7 0.0
N 4.1902 -1.8462 -1.2401 -0.2 -0.4 0.1
H 4.6311 -2.2521 1.9269 -0.2 -0.1 -0.3
H 5.8149 -3.3408 2.4661 0.1 0.1 0.4
H 4.2529 -3.3090 3.2504 -0.3 -0.5 -0.2
H 4.1913 -5.3134 1.5518 -0.1 0.2 0.7
H 5.3483 -4.4574 0.6438 0.1 0.1 -0.1
H 2.4159 -3.5418 0.6703 0.0 -0.1 0.2
H 3.2059 -4.5766 -0.5560 -0.3 -0.6 0.3
C 0.6680 -3.3482 -2.4327 -0.7 0.2 -0.3
C -0.6602 -3.0687 -3.2354 -0.1 0.7 0.2
C -1.9995 -3.5704 -2.6714 0.5 -1.7 0.5
C -2.2434 -3.0226 -1.3618 -0.3 0.6 1.0
N -2.4679 -2.5429 -0.3399 0.2 -0.1 -0.1
H 0.7945 -2.7005 -1.5652 -0.2 0.3 -0.1
H 1.4997 -3.1645 -3.1129 0.0 0.1 0.1
H 0.8034 -4.3502 -2.0255 -0.4 -0.2 -0.4
H -0.5461 -3.3504 -4.2822 -0.1 -0.3 0.1
H -0.8710 -1.9993 -3.2447 0.8 0.3 -0.3
H -1.9255 -4.6450 -2.5040 -0.1 -0.2 -0.1
H -2.9424 -3.4599 -3.2068 0.4 0.5 -0.7
C -1.8899 6.3010 -1.1734 -0.7 -0.2 -0.2
C -1.7708 5.1146 -2.1194 -0.7 0.0 0.0
C -0.4716 4.4012 -2.1770 2.2 0.0 -1.0
C 0.6495 5.1132 -2.9295 2.2 1.2 -0.6
N 1.5582 5.6651 -3.4540 -3.3 -1.9 1.7
H -1.4414 6.0516 -0.2117 0.5 0.4 -0.1
H -2.9305 6.5101 -0.9257 -0.3 -0.2 -0.2
H -1.5544 7.2196 -1.6547 0.6 -0.1 0.4
H -2.0209 5.3675 -3.1497 -0.4 0.2 0.1
H -2.3723 4.2596 -1.8107 -0.9 0.5 0.1
H -0.6855 3.4812 -2.7210 0.4 -0.1 -0.1
H -0.1426 4.0757 -1.1901 0.3 0.3 0.0
C -4.1286 0.6171 4.9989 0.3 -0.3 0.2
C -3.1665 -0.1070 4.1010 -0.3 -0.8 -1.0
C -3.6459 -0.1496 2.6281 -0.4 0.0 0.2
C -4.8532 -1.0544 2.4165 1.7 0.8 0.1
N -5.7516 -1.7546 2.2702 0.0 0.1 0.1
H -4.3230 1.6015 4.5730 -0.2 0.1 0.3
H -3.6737 0.7082 5.9852 -0.3 0.2 0.1
H -5.0473 0.0348 5.0702 -0.2 0.3 0.1
H -3.0710 -1.1615 4.3598 0.2 0.1 0.5
H -2.1645 0.3200 4.1457 0.0 0.1 -0.2
H -2.7682 -0.4108 2.0369 -0.5 -0.7 -0.4
H -3.9119 0.8476 2.2774 -0.2 0.0 0.1
```
Forces are in eV/Å.

Values from the calculation:
**HOMO**: -0.34789 Ha
**Kohn-Sham gap**: 9.6 eV
**SMILES**: CN(C)C=O.BrCCBr.BrCCBr.BrCCBr.BrCCBr.CCCC#N.CCCC#N.CCCC#N.CCCC#N.CCCC#N.CCCC#N

***

no.,E (Eh)
1,-3763.594577
2,-22423.155847